Entry 1:
{"formula": "C5H11N3", "method": "ωB97M-V/def2-TZVPD", "de_lowest_ev": 4.5849, "orbital_gap_ha": 0.3062, "elements": ["C", "C", "C", "C", "C", "N", "N", "N", "H", "H", "H", "H", "H", "H", "H", "H", "H", "H", "H"], "coordinates": [[0.806466, 2.175331, -1.006757], [0.181649, -1.252328, -0.245810], [0.329750, -2.496661, -1.026774], [0.150274, -0.355654, 1.986604], [-1.229964, 1.310427, -0.197067], [0.592792, -0.101125, -0.912221], [0.042206, -1.428476, 1.020939], [0.142718, 1.090879, -0.684773], [1.881324, 2.283114, -1.358239], [0.520611, 3.193054, -0.855318], [1.162406, -2.470982, -1.603668], [-0.629764, -2.616691, -1.556698], [0.392713, -3.322285, -0.412193], [-0.798911, -0.050107, 2.507736], [0.395924, 0.672250, 1.743540], [0.665557, -0.742268, 2.883328], [-1.852751, 1.314842, -0.964923], [-1.130180, 2.225722, 0.266468], [-1.622819, 0.570957, 0.415827]], "forces_ev_per_a": [[2.432, 0.607, -0.481], [1.203, 0.939, 1.870], [-3.536, 0.941, -0.080], [-1.538, 0.083, 1.702], [2.677, -0.170, 1.248], [0.494, -0.780, -1.006], [-0.573, 0.851, 0.243], [0.415, 0.342, 0.125], [-1.483, -1.638, 0.348], [-1.533, -0.007, 0.404], [2.195, 0.253, -2.283], [0.609, -0.110, -0.618], [0.147, -1.550, 1.646], [-0.198, -1.014, -0.652], [1.302, -0.039, -0.704], [0.506, 0.350, -0.663], [-2.576, 0.498, -3.791], [-0.664, 1.911, 1.197], [0.118, -1.466, 1.495]], "mulliken_charge": [-0.251, 0.687, -1.219, -0.826, -1.254, -0.822, -0.486, 0.528, 0.261, 0.177, 0.389, 0.212, 0.385, 0.286, 0.261, 0.351, 0.436, 0.421, 0.466]}

Entry 2:
{"formula": "C4H12N2", "method": "ωB97M-V/def2-TZVPD", "de_lowest_ev": 0.8824, "orbital_gap_ha": 0.3774, "elements": ["C", "C", "C", "H", "H", "H", "H", "H", "H", "H", "H", "N", "C", "N", "H", "H", "H", "H"], "coordinates": [[1.772365, -0.934970, -1.480773], [2.053518, -0.160854, -0.216134], [1.330916, 1.139849, -0.003121], [1.686831, -0.401739, -2.430063], [2.397582, -1.795250, -1.742620], [0.762869, -1.364877, -1.393117], [1.940269, -0.864366, 0.614639], [3.119609, 0.128425, -0.164045], [1.385876, 1.545253, 1.002117], [0.299856, 1.083886, -0.380212], [1.683285, 1.973424, -0.630942], [-2.993557, 0.824268, 0.533503], [-2.697737, -0.340432, 1.162571], [-1.571557, -0.947102, 1.050073], [-3.947350, 1.036098, 0.354892], [-2.329431, 1.157977, -0.138141], [-3.416106, -0.653054, 1.926625], [-1.477231, -1.426533, 1.934756]], "forces_ev_per_a": [[-1.528, -0.661, -1.019], [2.109, -0.020, 0.319], [-1.181, 0.959, -1.216], [0.342, 0.695, 0.228], [0.351, 0.231, 0.662], [0.090, -0.006, 0.136], [-0.328, 0.276, 0.069], [-0.094, -0.406, -0.144], [-0.242, -0.363, 0.259], [-0.135, -0.255, 0.763], [0.598, -0.426, -0.049], [-0.049, -0.310, -0.309], [0.941, -0.170, 0.797], [-0.445, 1.091, 0.232], [-0.568, 0.203, -0.105], [0.205, -0.006, -0.249], [-0.267, 0.250, -0.147], [0.202, -1.081, -0.227]], "mulliken_charge": [-1.219, -0.058, -0.971, 0.334, 0.333, 0.272, 0.235, 0.290, 0.330, 0.064, 0.372, -0.364, -0.026, -0.504, 0.229, 0.204, 0.267, 0.211]}

Entry 3:
{"formula": "C14H42O7", "method": "ωB97M-V/def2-TZVPD", "de_lowest_ev": 4.1200, "orbital_gap_ha": 0.3867, "elements": ["C", "C", "O", "H", "H", "H", "H", "H", "H", "C", "C", "O", "H", "H", "H", "H", "H", "H", "C", "C", "O", "H", "H", "H", "H", "H", "H", "C", "C", "O", "H", "H", "H", "H", "H", "H", "C", "C", "O", "H", "H", "H", "H", "H", "H", "C", "C", "O", "H", "H", "H", "H", "H", "H", "C", "C", "O", "H", "H", "H", "H", "H", "H"], "coordinates": [[9.520069, -0.370419, -0.951266], [10.230081, -1.237771, -1.918542], [11.037321, -0.375248, -2.763862], [10.199832, 0.240105, -0.356879], [9.081629, -0.978441, -0.159958], [8.755758, 0.261263, -1.403938], [9.549416, -1.917068, -2.431712], [10.975461, -1.917757, -1.506061], [11.710455, -0.852057, -3.254928], [-3.575990, 2.556573, 5.858913], [-3.146419, 1.121050, 5.814300], [-3.604415, 0.384058, 6.890484], [-3.493929, 3.107858, 4.922195], [-3.004965, 3.208662, 6.519837], [-4.642422, 2.610783, 6.077816], [-2.066283, 1.045815, 5.688857], [-3.573925, 0.731099, 4.890567], [-3.292493, 0.787641, 7.703764], [1.807490, 0.689268, 0.578099], [0.520142, 0.405209, -0.216871], [-0.591946, 1.136462, 0.201570], [2.067593, 1.742753, 0.681139], [2.584258, 0.035565, 0.181354], [1.658326, 0.344320, 1.601268], [0.201124, -0.597587, 0.067249], [0.636197, 0.467627, -1.298873], [-1.316874, 1.038589, -0.420120], [-8.783583, 2.951204, -2.525535], [-8.806994, 1.419893, -2.293877], [-8.906358, 0.683429, -3.534277], [-7.755164, 3.265013, -2.704355], [-8.984241, 3.393090, -1.549539], [-9.433280, 3.305345, -3.325899], [-9.411745, 0.985582, -1.497802], [-7.813357, 1.228751, -1.888608], [-9.393663, -0.121860, -3.345488], [-3.580555, -5.223378, -3.909450], [-3.135322, -6.473032, -4.722896], [-4.006460, -7.564580, -4.695580], [-4.392024, -4.660008, -4.370154], [-2.736916, -4.533701, -3.882759], [-3.886806, -5.422433, -2.882467], [-2.140911, -6.816027, -4.437207], [-3.175829, -6.195818, -5.776269], [-4.704560, -7.364863, -5.323577], [-2.190975, 7.257314, -5.184919], [-1.376343, 6.097562, -4.552765], [-1.118817, 5.079677, -5.458866], [-3.123698, 7.039369, -5.705134], [-1.649139, 7.801077, -5.958765], [-2.504946, 7.746191, -4.262682], [-2.002302, 5.721523, -3.743526], [-0.460058, 6.563295, -4.189972], [-1.485973, 4.228648, -5.208779], [6.499696, -3.467834, 6.449498], [6.558734, -3.565856, 7.959217], [7.114894, -4.848931, 8.299019], [6.149548, -4.468064, 6.194483], [7.409794, -3.239916, 5.894641], [5.750501, -2.720192, 6.189022], [5.571933, -3.450997, 8.407690], [7.305735, -2.839853, 8.280183], [6.373695, -5.457969, 8.262988]], "forces_ev_per_a": [[-0.107, 0.090, 1.409], [1.890, -0.285, -0.869], [-0.930, 0.244, -0.180], [0.245, 0.303, -0.470], [-0.503, -0.246, -0.230], [0.094, -0.096, -0.057], [-0.242, 0.389, -0.633], [-0.260, -0.075, 0.920], [-0.187, -0.324, 0.110], [-0.364, 1.322, -0.149], [0.453, 0.770, -1.450], [-0.417, -0.771, 0.722], [0.230, -0.471, -0.463], [-0.088, -0.294, 0.586], [0.005, 0.005, 0.384], [0.255, -0.050, 0.101], [-0.111, -0.547, 0.196], [0.040, 0.036, 0.071], [-1.072, -0.252, 0.259], [0.097, -1.226, 0.448], [-0.551, 1.859, 0.621], [0.209, -0.060, -0.570], [0.243, 0.458, -0.181], [-0.152, -0.020, 0.102], [0.753, -0.752, -0.583], [0.336, 0.081, -0.057], [0.133, -0.089, -0.036], [0.023, -0.874, 0.749], [1.586, -0.007, -0.584], [-0.339, 0.452, 0.629], [-0.052, -0.120, -0.507], [-0.526, 0.332, -0.136], [-0.116, -0.046, 0.291], [-0.932, 0.535, -0.336], [0.344, -0.232, 0.018], [0.015, -0.040, -0.122], [0.402, -0.307, -0.169], [-0.593, 1.283, -0.437], [-0.726, -0.849, 0.692], [-0.134, -0.276, -0.235], [0.107, 0.048, 0.104], [0.162, -0.319, -0.013], [-0.089, 0.070, 0.030], [1.024, 0.574, -0.112], [-0.153, -0.223, 0.139], [-0.093, -0.682, 0.358], [-1.679, 0.834, -0.639], [0.776, -0.860, -1.055], [-0.072, -0.916, 0.223], [0.394, 0.480, 0.674], [0.208, 1.236, -0.435], [0.334, -0.002, 0.400], [0.162, -0.358, 0.236], [-0.031, 0.268, 0.239], [-1.142, -0.180, 0.005], [1.720, -0.251, -0.573], [-0.318, 0.332, 0.396], [-0.156, 0.157, -0.825], [0.170, -0.143, 0.484], [-0.087, -0.047, -0.325], [0.133, 0.302, 0.101], [-0.434, 0.132, 0.701], [0.114, -0.301, 0.035]], "mulliken_charge": [-1.042, -0.144, -0.534, 0.292, 0.346, 0.272, 0.259, 0.259, 0.292, -1.063, -0.193, -0.510, 0.343, 0.322, 0.295, 0.248, 0.255, 0.304, -0.973, -0.213, -0.530, 0.302, 0.316, 0.264, 0.227, 0.303, 0.304, -0.912, -0.268, -0.522, 0.257, 0.290, 0.289, 0.370, 0.197, 0.299, -0.925, -0.269, -0.529, 0.275, 0.301, 0.285, 0.293, 0.253, 0.314, -0.992, -0.170, -0.524, 0.298, 0.288, 0.307, 0.274, 0.214, 0.306, -0.763, -0.301, -0.522, 0.221, 0.256, 0.299, 0.278, 0.230, 0.301]}

Entry 4:
{"formula": "C2H4FNO", "method": "ωB97M-V/def2-TZVPD", "de_lowest_ev": 4.7791, "orbital_gap_ha": 0.4030, "elements": ["C", "C", "H", "H", "H", "H", "N", "O", "F"], "coordinates": [[-0.051729, 0.870280, 0.057150], [-1.428777, 0.433190, 0.015159], [2.249899, -1.053705, 0.108072], [0.113473, 2.072619, -0.533049], [-2.150263, 0.763815, 0.907264], [-2.175247, 0.820783, -0.729070], [0.726012, -0.110479, 0.232547], [2.145451, -0.077539, -0.115426], [-1.266724, -1.003408, -0.099055]], "forces_ev_per_a": [[2.059, 3.968, -3.119], [-3.839, -1.384, 1.757], [0.490, 1.883, -0.545], [0.149, -3.724, 2.109], [2.039, -1.309, -0.806], [1.678, -0.474, -0.515], [2.264, 0.703, -0.293], [-2.219, -1.204, 1.227], [-2.621, 1.540, 0.186]], "mulliken_charge": [0.093, -0.224, 0.399, 0.208, 0.186, 0.239, -0.246, -0.383, -0.273]}

Entry 5:
{"formula": "C3H4N2O", "method": "ωB97M-V/def2-TZVPD", "de_lowest_ev": 1.9991, "orbital_gap_ha": 0.3936, "elements": ["O", "C", "C", "N", "C", "N", "H", "H", "H", "H"], "coordinates": [[-1.543558, 2.563827, 0.237410], [-1.543415, 1.584689, -0.338379], [-0.835867, -1.262891, -0.025244], [0.224335, -1.184227, -0.718571], [1.249059, -0.362490, -0.220472], [0.995926, 0.707189, 0.416990], [-0.927230, -0.816228, 0.970958], [-1.703360, -1.778337, -0.436784], [2.251113, -0.693992, -0.510333], [1.850644, 1.216794, 0.634503]], "forces_ev_per_a": [[-0.047, -1.055, -0.669], [-0.174, 1.308, 0.628], [0.170, -0.081, -0.133], [-0.363, 0.048, 0.201], [0.098, 0.198, 0.112], [0.226, -0.260, -0.186], [0.076, -0.065, -0.110], [0.157, -0.024, 0.048], [-0.124, 0.030, 0.095], [-0.020, -0.098, 0.014]], "mulliken_charge": [-0.187, 0.170, -0.393, -0.439, 0.116, -0.498, 0.373, 0.274, 0.381, 0.203]}

Entry 6:
{"formula": "C5H8O", "method": "ωB97M-V/def2-TZVPD", "de_lowest_ev": 5.3977, "orbital_gap_ha": 0.3188, "elements": ["C", "C", "C", "C", "O", "C", "H", "H", "H", "H", "H", "H", "H", "H"], "coordinates": [[-0.765727, 0.605218, -1.287023], [-0.754662, 0.477331, 0.226918], [-0.330489, -0.968295, 0.410164], [1.081255, -0.934682, 0.900939], [1.596550, 0.300039, 0.243067], [0.551923, 1.095972, 0.012997], [-1.483273, -0.086107, -1.763386], [-0.931575, 1.559592, -1.795335], [-1.504162, 0.928776, 0.872990], [-0.197467, -0.881337, -1.012647], [-1.017430, -1.665932, 0.872068], [1.727288, -1.757680, 0.574175], [1.220206, -0.787680, 1.990716], [0.807564, 2.114786, -0.245642]], "forces_ev_per_a": [[-0.528, 1.749, -0.310], [-0.437, 0.883, 0.929], [0.186, 0.257, -3.280], [0.730, 0.663, 0.150], [-0.115, -0.472, 0.674], [-0.240, -1.159, -1.838], [0.866, -0.236, 0.209], [-0.043, 0.295, 0.559], [-0.001, -0.055, 0.104], [0.319, -1.887, 3.250], [-0.062, -0.070, -0.180], [-0.264, 0.220, 0.016], [-0.151, -0.105, -0.312], [-0.261, -0.081, 0.030]], "mulliken_charge": [-1.305, 0.386, -0.817, -0.367, -0.390, -0.245, 0.366, 0.277, 0.468, 0.314, 0.347, 0.277, 0.271, 0.417]}